Here is a molecular structure, C39H56BrF7NOReSi from the OMol25 dataset. Energies are from the ωB97M-V functional and the def2-TZVPD basis.

The gap between HOMO and LUMO (alpha / beta) comes out at 5.85 / 6.54 eV. As for the expectation value of S²: 0.7824. The LUMO energy (alpha / beta) comes out at -5.043 / -4.406 eV.

Geometry as ORCA input:
```
! wB97M-V def2-TZVPD RIJCOSX def2/J DEFGRID3
* xyz 1 2
Re 0.6364 -1.2131 -1.0093
C 2.7810 -1.9928 2.0257
C 1.5479 -2.5649 2.4600
C 0.8894 -3.0624 1.3768
C 1.6604 -2.7776 0.1535
C 2.8827 -2.1347 0.6762
H 3.5226 -1.5553 2.6687
H 1.2238 -2.6122 3.4826
H -0.0277 -3.6195 1.3718
H 1.8444 -3.6547 -0.4644
H 3.7318 -1.8665 0.0789
C -3.9954 -1.7995 0.1155
C -2.9012 -2.5784 0.8544
C -1.9711 -1.6011 1.5681
C -2.2244 -3.6248 -0.0211
C -2.5103 -4.9377 0.3409
C -2.0643 -6.0166 -0.3896
C -1.3615 -5.7892 -1.5516
C -1.0282 -4.5066 -1.9714
C -0.2739 -4.4632 -3.2908
C 1.2142 -4.1909 -3.0828
C -0.8408 -3.5129 -4.3425
C -1.4216 -3.4139 -1.1696
N -1.0329 -2.0687 -1.5105
C -1.9589 -1.3995 -2.3119
C -3.1168 -2.0100 -2.8266
C -4.0060 -1.3052 -3.6124
C -3.7891 0.0314 -3.9124
C -2.6592 0.6726 -3.4258
C -1.7786 -0.0482 -2.6529
F -0.6523 0.5672 -2.1608
H -4.7075 -1.4215 0.8444
H -4.5376 -2.4380 -0.5769
H -3.5868 -0.9533 -0.4290
H -3.4161 -3.1493 1.6354
H -1.2409 -1.1823 0.8787
H -1.4329 -2.0835 2.3771
H -2.5598 -0.7918 1.9910
H -3.1031 -5.1154 1.2236
H -2.3001 -7.0203 -0.0816
H -1.0508 -6.6261 -2.1579
H -0.3594 -5.4723 -3.7140
H 1.3594 -3.2072 -2.6318
H 1.7285 -4.2035 -4.0409
H 1.6595 -4.9452 -2.4393
H -0.5853 -2.4797 -4.1289
H -1.9208 -3.6169 -4.4121
H -0.4126 -3.7678 -5.3086
H -3.3082 -3.0441 -2.5877
H -4.8825 -1.8046 -3.9954
H -4.4936 0.5764 -4.5173
H -2.4593 1.7107 -3.6404
C 3.7091 1.5279 -2.4691
C 3.0402 0.1502 -2.5837
O 2.2393 -0.1362 -1.5276
C 4.1380 -0.9489 -2.6648
F 3.5839 -2.1661 -2.5683
F 4.9861 -0.8291 -1.6398
F 4.8697 -0.9274 -3.7733
C 2.1734 0.1208 -3.8748
F 1.3564 -0.9582 -3.8605
F 1.3635 1.1821 -3.9229
F 2.8541 0.0956 -5.0097
H 4.2693 1.5732 -1.5382
H 2.9391 2.2957 -2.4547
H 4.3763 1.6969 -3.3095
C 1.6131 5.5079 1.7920
C 1.2688 4.2354 1.0123
C 2.5572 3.6479 0.4220
C 0.3763 4.6255 -0.1723
Si 0.3607 2.9646 2.1871
Br 0.5654 0.9303 0.9941
C -1.5782 3.1904 2.3425
C -2.1617 2.2370 3.3918
C -2.3090 2.8988 1.0252
C -1.8924 4.6239 2.7829
C 1.2953 2.5072 3.8436
C 2.8098 2.4659 3.6126
C 0.8938 1.1314 4.3908
C 0.9967 3.5718 4.9028
H 2.0681 6.2416 1.1289
H 2.3206 5.3070 2.5914
H 0.7251 5.9583 2.2272
H 2.9921 4.3577 -0.2811
H 2.3531 2.7278 -0.1193
H 3.3024 3.4399 1.1825
H 0.9194 5.2985 -0.8348
H -0.5188 5.1473 0.1540
H 0.0879 3.7509 -0.7518
H -1.9189 1.2029 3.1582
H -3.2468 2.3323 3.4095
H -1.8012 2.4709 4.3893
H -2.1174 1.8820 0.6901
H -2.0243 3.5834 0.2338
H -3.3829 3.0005 1.1778
H -1.4015 4.8648 3.7219
H -2.9646 4.7427 2.9296
H -1.5807 5.3520 2.0398
H 3.0671 1.7578 2.8279
H 3.3107 2.1450 4.5246
H 3.2043 3.4445 3.3542
H 1.1282 0.3419 3.6809
H -0.1614 1.0732 4.6322
H 1.4520 0.9327 5.3045
H 1.2547 4.5673 4.5516
H 1.5776 3.3771 5.8027
H -0.0524 3.5719 5.1842
*
```

=====

Here is 2 unconnected molecules or ions with the total composition C4H13N4 from the OMol25 dataset. Energies are from the ωB97M-V functional and the def2-TZVPD basis.

The gap between HOMO and LUMO comes out at 8.99 eV. The LUMO energy comes out at -3.459 eV.

Geometry as ORCA input:
```
! wB97M-V def2-TZVPD RIJCOSX def2/J DEFGRID3
* xyz 1 1
C -2.2957 -0.7943 -0.4074
C -1.1131 -1.5216 -0.3268
N -0.0798 -1.5768 -1.1652
N -3.2328 -0.9546 0.6453
H -2.6184 -0.0825 -1.1795
H -1.0374 -2.0755 0.6348
H 0.8256 -1.4482 -0.6829
H -0.1101 -0.9895 -1.9502
H -4.1037 -1.3917 0.3754
H -3.4133 -0.1142 1.1834
H -2.8721 -1.6327 1.3781
C 1.1901 2.8668 0.1414
N 1.2693 1.4723 0.6212
C 2.3786 0.7317 0.2926
N 2.3115 -0.5376 0.0897
H 0.3122 3.3545 0.5953
H 2.0232 3.4506 0.5555
H 1.1992 2.9691 -0.9407
H 0.4314 1.0166 0.3569
H 3.2666 1.3790 0.1761
H 3.2612 -0.9543 -0.0384
*
```

=====

Here is a molecular structure, C23H22IN4O10STeY from the OMol25 dataset. Energies are from the ωB97M-V functional and the def2-TZVPD basis.

The gap between HOMO and LUMO comes out at 5.54 eV. The LUMO energy comes out at 3.662 eV.

Geometry as ORCA input:
```
! wB97M-V def2-TZVPD RIJCOSX def2/J DEFGRID3
* xyz -2 1
Y -1.8041 -1.2018 0.2619
O -3.3068 2.4272 2.1862
C -2.4230 1.6608 1.8196
O -2.5074 0.8750 0.8044
C -1.0713 1.6131 2.5282
C 0.0560 1.4712 1.4902
C 1.4170 1.7544 2.1289
C 1.6493 0.4652 2.9576
C 0.3598 -0.3050 2.6832
O 0.1076 0.0363 1.2990
C -0.8336 0.3347 3.4076
C -2.0123 -0.6535 3.5093
O -2.6249 -0.7216 4.5704
O -2.2217 -1.3614 2.4646
H -0.9671 2.5202 3.1221
H -0.1278 1.9647 0.5379
H 2.1816 1.8811 1.3631
H 1.3907 2.6615 2.7334
H 2.5064 -0.0984 2.5863
H 1.7889 0.6541 4.0228
H 0.4192 -1.3842 2.7771
H -0.5700 0.6211 4.4253
O -0.1610 -2.6894 0.6218
C 1.1223 -2.6117 0.5365
C 1.9420 -3.2374 1.5101
C 3.3156 -3.1244 1.5010
C 3.9615 -2.3847 0.5114
C 3.1891 -1.7874 -0.4707
C 1.7998 -1.8942 -0.4952
C 1.0523 -1.2814 -1.5965
N -0.2225 -0.9199 -1.6296
C -0.4554 -0.4004 -2.8847
C 0.6844 -0.4445 -3.6163
N 1.6241 -1.0207 -2.7983
H 1.4277 -3.7976 2.2824
H 3.8945 -3.6063 2.2820
H 5.0378 -2.2694 0.5108
H 3.6836 -1.1881 -1.2278
H -1.4277 -0.0357 -3.1563
H 0.9201 -0.0965 -4.6051
H 2.6027 -1.0996 -3.0063
N -3.1647 2.1109 -1.8089
C -3.6301 0.9495 -1.3543
O -3.0646 -0.1322 -1.5611
C -4.9249 0.9804 -0.5721
I -6.5788 1.6601 -1.7587
H -2.2001 2.1878 -2.1271
H -3.5841 2.9652 -1.4823
H -4.8455 1.6557 0.2759
H -5.1679 -0.0250 -0.2472
O -2.6043 -3.0021 -1.1809
N -3.7847 -3.0043 -0.7349
O -4.6644 -3.6744 -1.2380
O -3.9981 -2.2698 0.2743
Te 0.1750 3.8437 -2.2788
C 1.9026 2.7020 -2.6693
C 2.7160 2.0021 -1.8147
C 3.8472 1.4114 -2.4450
C 3.8892 1.6419 -3.7891
S 2.5355 2.5878 -4.2693
H 2.5036 1.9123 -0.7582
H 4.6068 0.8517 -1.9128
H 4.6388 1.3198 -4.4954
*
```

=====

Here is 2 unconnected molecules or ions with the total composition C5H8IN from the OMol25 dataset. Energies are from the ωB97M-V functional and the def2-TZVPD basis.

The gap between HOMO and LUMO comes out at 9.20 eV. Its SMILES is C=C=NC.C=CI. The LUMO energy comes out at 0.665 eV.

Geometry as ORCA input:
```
! wB97M-V def2-TZVPD RIJCOSX def2/J DEFGRID3
* xyz 0 1
C -0.2646 1.4805 -1.1433
C -0.0706 0.2151 -1.5329
N 0.4424 -0.8311 -1.8057
C 0.2243 -1.6799 -2.9574
H -0.8747 1.6982 -0.2333
H 0.3319 2.2858 -1.5721
H -0.2448 -1.0926 -3.7873
H 1.2170 -2.0138 -3.3829
H -0.5891 -2.4535 -2.7737
C 0.9850 -0.7838 1.9471
C -0.3168 -0.9011 1.6297
I -1.9424 -0.3427 2.8244
H 1.7679 -1.2815 1.3529
H 1.3300 -0.5238 2.8660
H -0.7982 -1.4452 0.8092
*
```

=====

Here is a molecular structure, C37H47BrNO2PSiTi from the OMol25 dataset. Energies are from the ωB97M-V functional and the def2-TZVPD basis.

The gap between HOMO and LUMO comes out at 6.35 eV. The LUMO energy comes out at -7.163 eV.

Geometry as ORCA input:
```
! wB97M-V def2-TZVPD RIJCOSX def2/J DEFGRID3
* xyz 2 1
Ti -1.0154 1.8704 0.1498
N -2.7066 3.2188 -0.4348
C -2.9445 1.8441 -0.1706
C -4.0013 1.1463 0.1938
C -3.9529 -0.2763 0.6510
C -2.3077 -1.5493 -0.1018
C -1.2935 -0.9089 -0.9929
C -0.7094 0.2971 -0.9487
P 1.0019 -0.1160 2.6786
C 1.9412 -1.6462 2.5088
C 3.3062 -1.5023 2.7679
C 4.1599 -2.5803 2.6048
C 3.6569 -3.8008 2.1689
C 2.3033 -3.9414 1.9054
C 1.4384 -2.8663 2.0728
C 0.8099 0.1048 4.4511
C 0.6220 1.4072 4.9153
C 0.4585 1.6471 6.2708
C 0.4836 0.5833 7.1615
C 0.6759 -0.7172 6.7062
C 0.8438 -0.9608 5.3551
H -2.8447 3.5208 -1.3937
H -3.1238 3.8866 0.2069
H -4.9930 1.5938 0.1502
H -4.8312 -0.4692 1.2626
H -2.0580 -2.6067 -0.0146
H -1.0081 -1.5946 -1.7895
H 3.7045 -0.5510 3.1076
H 5.2143 -2.4679 2.8178
H 4.3218 -4.6441 2.0402
H 1.9142 -4.8958 1.5760
H 0.3821 -2.9940 1.8767
H 0.6172 2.2365 4.2166
H 0.3218 2.6570 6.6324
H 0.3625 0.7670 8.2208
H 0.7058 -1.5381 7.4098
H 1.0151 -1.9701 5.0011
Br -5.8346 -4.7626 0.7871
C -4.7106 -3.2491 0.7236
C -3.9632 -3.0040 1.9677
C -3.0918 -2.0309 2.2350
C -2.6760 -0.9210 1.2887
C -3.7997 -1.3023 -0.5302
C -4.6624 -2.5185 -0.3902
C -1.5188 -0.1700 1.8623
O -1.4351 1.1024 1.8807
O -0.5742 -0.8800 2.3150
H -4.1605 -3.7091 2.7647
H -2.6439 -2.0135 3.2209
H -3.9110 -0.8521 -1.5143
H -5.2688 -2.8024 -1.2399
C -0.2113 -0.7789 -4.4053
C -0.1461 0.6952 -3.9696
C -1.5828 1.2373 -3.9847
C 0.6837 1.4222 -5.0455
Si 0.6462 0.8656 -2.2299
C 2.1650 -0.2611 -1.8947
C 2.8800 0.1509 -0.6019
C 1.7319 -1.7237 -1.6911
C 3.1711 -0.2272 -3.0597
C 1.0306 2.7620 -1.8151
C 1.1279 3.1386 -0.3109
C 0.0655 3.7774 -2.4493
C 2.4143 3.0806 -2.4240
H -0.6816 -0.8258 -5.3913
H -0.8156 -1.4030 -3.7463
H 0.7748 -1.2310 -4.4997
H -2.0069 1.0982 -4.9827
H -1.6385 2.3034 -3.7662
H -2.2271 0.7049 -3.2802
H 0.2349 1.2345 -6.0245
H 1.7100 1.0568 -5.0889
H 0.7132 2.5022 -4.9158
H 2.1915 0.1612 0.2450
H 3.3749 1.1188 -0.6565
H 3.6511 -0.5898 -0.3688
H 1.1832 -1.8529 -0.7557
H 2.6318 -2.3398 -1.6109
H 1.1410 -2.1282 -2.5125
H 3.5352 0.7737 -3.2867
H 2.7575 -0.6511 -3.9746
H 4.0395 -0.8348 -2.7918
H 0.1723 3.5410 0.1261
H 1.7358 4.0420 -0.2137
H 1.5685 2.3854 0.3518
H -0.9763 3.6223 -2.1753
H 0.1136 3.7669 -3.5341
H 0.3417 4.7848 -2.1225
H 3.2330 2.5698 -1.9264
H 2.5968 4.1559 -2.3389
H 2.4495 2.8254 -3.4820
*
```

=====

Here is a molecular structure, C27H21ClN7OV from the OMol25 dataset. Energies are from the ωB97M-V functional and the def2-TZVPD basis.

The gap between HOMO and LUMO (alpha / beta) comes out at 6.26 / 6.07 eV. As for the expectation value of S²: 2.0150. The LUMO energy (alpha / beta) comes out at -7.108 / -7.300 eV.

Geometry as ORCA input:
```
! wB97M-V def2-TZVPD RIJCOSX def2/J DEFGRID3
* xyz 2 3
V -0.0074 0.4559 -1.4521
Cl -6.4885 0.0252 -3.6147
C -4.8548 -0.1559 -3.1342
C -4.4084 -1.3850 -2.6215
C -3.0838 -1.5614 -2.3143
C -2.1555 -0.5129 -2.4606
O -0.8908 -0.7198 -2.2247
C -2.6233 0.7745 -2.9004
C -1.7289 1.8765 -3.0646
N -0.5365 1.8557 -2.5432
C 0.5044 2.7420 -2.8116
C 0.4665 4.0433 -3.2746
C 1.6682 4.7105 -3.5647
C 2.8854 4.0847 -3.4568
C 2.9644 2.7489 -3.0029
C 4.1494 1.9868 -2.9404
C 4.0768 0.6706 -2.5394
C 2.8511 0.1325 -2.1330
N 1.7306 0.8352 -2.1402
C 1.7613 2.1071 -2.6224
C -3.9774 0.9037 -3.2582
H -5.1107 -2.1915 -2.4911
H -2.7154 -2.5108 -1.9509
H -2.0448 2.7108 -3.6911
H -0.4704 4.5604 -3.4179
H 1.6241 5.7332 -3.9073
H 3.7965 4.5950 -3.7279
H 5.0880 2.4410 -3.2177
H 4.9569 0.0483 -2.5293
H 2.7735 -0.8954 -1.7818
H -4.3382 1.8573 -3.6110
C -2.0352 -0.6462 0.9970
C -0.7278 -0.0464 1.3652
N 0.1813 0.4263 0.5148
C 1.2180 0.9059 1.2733
C 0.9271 0.7228 2.5887
N -0.3003 0.1160 2.6340
C -0.9823 -0.2836 3.8507
N -0.1697 -1.1365 4.6565
N 0.0978 -0.8236 5.9363
N 0.7465 -1.7393 6.4813
C 0.9781 -2.7552 5.6057
C 1.6494 -3.9685 5.7238
C 1.7119 -4.7529 4.5959
C 1.1345 -4.3563 3.3818
C 0.4586 -3.1620 3.2464
C 0.3780 -2.3662 4.3792
H -2.2365 -0.4928 -0.0638
H -2.8476 -0.1904 1.5627
H -2.0474 -1.7195 1.1973
H 2.0915 1.3481 0.8277
H 1.4733 0.9723 3.4764
H -1.9184 -0.7821 3.5762
H -1.2067 0.5994 4.4620
H 2.0953 -4.2645 6.6586
H 2.2214 -5.7011 4.6381
H 1.2240 -5.0085 2.5273
H 0.0205 -2.8634 2.3053
*
```

=====

Here is 7 unconnected molecules or ions with the total composition C22H60F6N5O11S2 from the OMol25 dataset. Energies are from the ωB97M-V functional and the def2-TZVPD basis.

The gap between HOMO and LUMO comes out at 4.25 eV. The LUMO energy comes out at -7.305 eV.

Geometry as ORCA input:
```
! wB97M-V def2-TZVPD RIJCOSX def2/J DEFGRID3
* xyz 3 1
C -1.8999 -3.3928 -3.1651
C -0.4197 -3.5657 -3.4174
C 0.1755 -2.6293 -4.4584
O -0.0039 -1.2809 -4.1113
C 0.4707 -0.3878 -5.1336
N 0.2818 -3.3846 -2.0633
H 0.2224 -2.4212 -1.6748
H -0.1902 -3.9786 -1.3805
H 1.2601 -3.6373 -2.1910
H -2.2438 -2.4016 -2.8754
H -2.2729 -4.1419 -2.4628
H -2.4389 -3.6271 -4.0867
H -0.1838 -4.5564 -3.8066
H -0.4603 -2.8000 -5.3364
H 1.2089 -2.8908 -4.7198
H 0.6693 0.5789 -4.6753
H -0.3479 -0.2660 -5.8408
H 1.3973 -0.7865 -5.5515
C -3.1511 4.5309 3.5995
C -3.0512 3.4983 2.4772
C -3.0749 3.9916 1.0477
O -1.9204 4.7725 0.8143
C -1.8412 5.2847 -0.5214
N -1.7090 2.7342 2.6543
H -1.7569 2.1626 3.4942
H -1.4393 2.1917 1.8177
H -1.0377 3.4785 2.8562
H -3.0599 3.9580 4.5216
H -4.0658 5.1178 3.5716
H -2.3752 5.2841 3.4372
H -3.7944 2.7182 2.6364
H -4.0027 4.5262 0.8285
H -3.0509 3.1157 0.3908
H -1.0517 6.0298 -0.4048
H -2.8115 5.7073 -0.7841
H -1.5012 4.6169 -1.3187
C 7.1573 -0.7117 -4.3071
C 5.7993 -0.1422 -3.9630
C 5.5022 -0.0590 -2.4760
O 4.3479 0.7121 -2.1397
C 3.1271 0.0437 -2.4243
N 5.6530 1.2581 -4.5683
H 5.7630 2.0219 -3.8856
H 6.4458 1.4885 -5.1822
H 4.7891 1.4726 -5.0696
H 7.4206 -0.6097 -5.3595
H 7.1685 -1.7721 -4.0534
H 7.9769 -0.2762 -3.7313
H 4.9733 -0.6897 -4.4165
H 6.3077 0.4331 -1.9227
H 5.4584 -1.0505 -2.0140
H 3.0173 -0.3099 -3.4565
H 2.3086 0.7570 -2.3351
H 3.0407 -0.8280 -1.7659
C 2.5277 3.6018 1.1964
C 3.0208 2.2886 1.7882
C 2.0455 1.6602 2.7908
O 2.2845 0.2953 2.9555
C 1.2227 -0.3940 3.5622
N 3.3560 1.3291 0.6764
H 2.4892 1.0778 0.1542
H 4.0550 1.7941 0.0998
H 3.7524 0.4639 1.0490
H 3.1847 4.0164 0.4291
H 2.4076 4.3454 1.9814
H 1.5811 3.4643 0.6658
H 3.9763 2.4640 2.2864
H 1.0600 1.9210 2.3865
H 2.1522 2.1648 3.7559
H 0.3319 -0.2980 2.9259
H 0.8485 0.0075 4.5137
H 1.3916 -1.4613 3.6707
C -3.0224 -4.6440 6.0261
C -1.6774 -4.2711 5.4004
C -1.9099 -3.7126 4.0090
O -0.6531 -3.3427 3.4107
C -0.8831 -2.5586 2.2354
N -0.9322 -3.2227 6.2624
H -0.6871 -3.6627 7.1517
H -0.0395 -3.0413 5.7967
H -1.4886 -2.3777 6.3731
H -3.2188 -5.6727 5.7384
H -3.7680 -3.9130 5.7214
H -2.9584 -4.5923 7.1147
H -0.9633 -5.0911 5.3627
H -2.6499 -2.9144 3.9406
H -2.2197 -4.5968 3.4427
H -1.4248 -1.6438 2.4721
H -1.3747 -3.1638 1.4687
H 0.0881 -2.3369 1.7971
C -5.8252 0.7426 -1.7154
F -5.5157 1.1246 -2.9760
F -4.7129 0.5058 -1.0235
F -6.4581 1.7997 -1.1678
S -6.8885 -0.8135 -1.7613
O -6.2066 -1.6683 -2.7224
O -6.8587 -1.2082 -0.3561
O -8.1888 -0.2880 -2.1802
C -1.3954 1.1285 -1.7310
F -1.7890 0.2456 -2.6079
F -0.5904 2.0262 -2.2881
F -2.4430 1.7512 -1.2606
S -0.5844 0.3042 -0.2245
O 0.7074 1.0039 -0.0359
O -1.5113 0.5905 0.8494
O -0.4305 -1.1146 -0.5069
*
```

=====

Relative energy (zero: lowest compared OMol25 entry of this formula, charge and spin) values, unit eV, following the record order: 0.0000 2.4048 0.0334 2.1600 5.0340 0.4530 0.6911.